## A
{"formula": "C18H56AsF6O10", "method": "ωB97M-V with the def2-TZVPD basis set", "spin_multiplicity": 1, "total_charge": -1, "elements": ["As", "F", "F", "F", "F", "F", "F", "O", "H", "H", "O", "H", "H", "O", "H", "H", "O", "H", "H", "C", "C", "C", "O", "H", "H", "H", "H", "H", "H", "H", "H", "C", "C", "C", "O", "H", "H", "H", "H", "H", "H", "H", "H", "C", "C", "C", "O", "H", "H", "H", "H", "H", "H", "H", "H", "C", "C", "C", "O", "H", "H", "H", "H", "H", "H", "H", "H", "C", "C", "C", "O", "H", "H", "H", "H", "H", "H", "H", "H", "C", "C", "C", "O", "H", "H", "H", "H", "H", "H", "H", "H"], "xyz": [[1.336, -0.881, 1.114], [2.952, -1.353, 1.752], [0.839, 0.070, 2.587], [-0.203, -0.583, 0.336], [1.833, -1.759, -0.346], [0.744, -2.383, 1.867], [2.073, 0.541, 0.308], [-2.941, -7.515, 4.142], [-3.381, -7.085, 3.409], [-2.185, -6.958, 4.328], [4.727, -6.583, -0.524], [4.680, -6.739, -1.468], [4.272, -5.750, -0.397], [8.083, -3.449, 3.768], [7.341, -3.009, 3.355], [7.760, -4.327, 3.972], [-0.225, -3.481, 7.342], [-0.206, -2.526, 7.273], [0.258, -3.787, 6.574], [-5.483, 4.924, 2.007], [-6.140, 5.676, 3.226], [-5.381, 5.461, 4.521], [-5.962, 7.045, 2.846], [-6.047, 5.018, 1.079], [-5.368, 3.866, 2.242], [-4.540, 5.403, 1.744], [-7.193, 5.402, 3.286], [-5.882, 5.891, 5.388], [-4.365, 5.856, 4.510], [-5.289, 4.388, 4.694], [-6.524, 7.225, 2.089], [5.362, 3.941, 8.641], [4.558, 3.339, 9.764], [4.338, 1.850, 9.631], [5.259, 3.599, 10.943], [6.390, 3.583, 8.586], [5.256, 5.020, 8.751], [4.945, 3.676, 7.669], [3.621, 3.867, 9.944], [3.584, 1.551, 8.903], [4.057, 1.419, 10.593], [5.270, 1.383, 9.314], [6.049, 3.060, 10.859], [5.493, -7.062, -8.935], [4.657, -7.593, -7.734], [5.201, -8.976, -7.262], [4.760, -6.641, -6.684], [5.018, -6.136, -9.259], [5.445, -7.709, -9.811], [6.510, -6.808, -8.634], [3.599, -7.711, -7.967], [4.458, -9.279, -6.524], [6.159, -8.940, -6.743], [5.283, -9.714, -8.059], [4.154, -5.921, -6.872], [-6.548, -3.169, 1.604], [-6.964, -3.761, 0.236], [-6.166, -3.276, -0.929], [-6.800, -5.139, 0.402], [-6.624, -2.082, 1.590], [-5.498, -3.345, 1.837], [-7.239, -3.502, 2.379], [-8.033, -3.599, 0.093], [-6.217, -2.188, -0.880], [-6.514, -3.698, -1.872], [-5.090, -3.424, -0.838], [-6.588, -5.624, -0.399], [0.651, 7.677, -2.003], [0.077, 8.912, -2.753], [-1.145, 9.652, -1.982], [1.039, 9.913, -2.891], [0.969, 8.061, -1.034], [1.503, 7.213, -2.500], [-0.090, 6.903, -1.801], [-0.274, 8.571, -3.727], [-2.028, 9.027, -2.113], [-1.362, 10.642, -2.384], [-0.968, 9.648, -0.906], [1.462, 10.028, -2.038], [-1.608, -1.047, -7.948], [-0.391, -0.568, -7.185], [-0.781, 0.523, -6.157], [0.127, -1.613, -6.493], [-2.247, -1.628, -7.283], [-1.435, -1.812, -8.705], [-2.151, -0.284, -8.508], [0.420, -0.313, -7.867], [-1.572, 0.144, -5.510], [-1.038, 1.502, -6.560], [0.041, 0.709, -5.466], [0.075, -1.447, -5.549]], "lowdin_charge": [0.850, -0.320, -0.316, -0.284, -0.315, -0.307, -0.307, -0.057, 0.028, 0.030, -0.058, 0.025, 0.033, -0.059, 0.032, 0.026, -0.059, 0.029, 0.030, -0.059, -0.462, -0.062, -0.080, 0.065, 0.072, 0.079, 0.128, 0.075, 0.086, 0.078, 0.080, -0.062, -0.537, -0.058, -0.055, 0.084, 0.081, 0.081, 0.140, 0.083, 0.080, 0.080, 0.084, -0.064, -0.476, -0.056, -0.055, 0.065, 0.070, 0.080, 0.128, 0.070, 0.076, 0.072, 0.089, -0.048, -0.520, -0.066, -0.061, 0.071, 0.084, 0.076, 0.128, 0.081, 0.081, 0.090, 0.085, -0.054, -0.463, -0.044, -0.065, 0.071, 0.077, 0.078, 0.125, 0.059, 0.067, 0.064, 0.086, -0.071, -0.536, -0.047, -0.038, 0.081, 0.069, 0.076, 0.133, 0.085, 0.076, 0.079, 0.093]}

---

## B
{"formula": "C18H56AsF6O10", "method": "ωB97M-V with the def2-TZVPD basis set", "spin_multiplicity": 1, "total_charge": -1, "elements": ["As", "F", "F", "F", "F", "F", "F", "O", "H", "H", "O", "H", "H", "O", "H", "H", "O", "H", "H", "C", "C", "C", "O", "H", "H", "H", "H", "H", "H", "H", "H", "C", "C", "C", "O", "H", "H", "H", "H", "H", "H", "H", "H", "C", "C", "C", "O", "H", "H", "H", "H", "H", "H", "H", "H", "C", "C", "C", "O", "H", "H", "H", "H", "H", "H", "H", "H", "C", "C", "C", "O", "H", "H", "H", "H", "H", "H", "H", "H", "C", "C", "C", "O", "H", "H", "H", "H", "H", "H", "H", "H"], "xyz": [[-8.219, 10.141, -1.510], [-7.411, 9.624, -3.019], [-7.780, 8.548, -0.834], [-9.090, 10.555, 0.022], [-8.601, 11.827, -2.130], [-9.762, 9.634, -2.232], [-6.653, 10.795, -0.800], [-11.878, 10.513, -3.727], [-12.666, 9.970, -3.691], [-11.204, 9.985, -3.299], [-11.434, 12.654, -1.484], [-11.532, 11.981, -2.157], [-10.544, 12.986, -1.604], [-9.389, 14.369, -2.935], [-8.669, 14.096, -2.366], [-9.453, 13.675, -3.591], [-5.378, 9.185, -4.503], [-5.887, 9.295, -5.306], [-6.034, 9.151, -3.806], [-7.587, 14.466, -0.125], [-8.779, 13.922, 0.742], [-8.252, 13.088, 1.954], [-9.356, 15.104, 1.325], [-7.097, 13.658, -0.668], [-6.930, 15.084, 0.487], [-7.966, 15.101, -0.925], [-9.494, 13.353, 0.147], [-9.103, 12.571, 2.396], [-7.830, 13.706, 2.746], [-7.559, 12.304, 1.650], [-10.171, 15.370, 0.893], [-12.425, 7.684, -0.124], [-11.372, 6.722, 0.553], [-10.474, 6.094, -0.517], [-10.629, 7.431, 1.468], [-12.837, 7.108, -0.953], [-12.014, 8.643, -0.441], [-13.236, 7.935, 0.558], [-11.814, 5.858, 1.050], [-10.802, 5.073, -0.714], [-9.426, 6.010, -0.228], [-10.533, 6.680, -1.435], [-9.927, 7.855, 0.968], [-11.879, 11.052, 1.933], [-13.217, 10.951, 1.242], [-14.368, 10.424, 2.154], [-13.515, 12.279, 0.828], [-11.916, 11.747, 2.772], [-11.107, 11.420, 1.258], [-11.590, 10.071, 2.309], [-13.184, 10.356, 0.329], [-14.451, 10.906, 3.128], [-14.329, 9.343, 2.290], [-15.260, 10.538, 1.538], [-12.954, 12.786, 0.237], [-2.170, 12.783, 0.904], [-3.310, 13.730, 0.673], [-3.849, 13.470, -0.728], [-4.326, 13.369, 1.616], [-1.537, 12.577, 0.041], [-2.490, 11.790, 1.219], [-1.655, 13.147, 1.793], [-2.898, 14.739, 0.693], [-4.570, 14.230, -1.030], [-4.369, 12.522, -0.865], [-3.046, 13.511, -1.463], [-4.564, 12.457, 1.435], [-6.756, 6.126, -2.934], [-5.856, 5.750, -1.731], [-6.476, 4.642, -0.815], [-4.666, 5.397, -2.284], [-7.803, 6.173, -2.632], [-6.778, 5.386, -3.734], [-6.552, 7.117, -3.340], [-5.756, 6.627, -1.092], [-5.850, 4.291, 0.005], [-6.699, 3.775, -1.437], [-7.381, 5.052, -0.367], [-4.581, 6.022, -3.008], [-5.944, 8.899, 2.622], [-5.398, 10.285, 2.746], [-4.142, 10.331, 3.694], [-5.074, 10.780, 1.440], [-6.767, 8.878, 1.907], [-6.242, 8.542, 3.607], [-5.101, 8.260, 2.360], [-6.205, 10.910, 3.127], [-3.625, 11.286, 3.602], [-3.469, 9.535, 3.377], [-4.387, 10.276, 4.755], [-5.626, 10.433, 0.736]], "lowdin_charge": [0.999, -0.266, -0.267, -0.264, -0.274, -0.268, -0.281, -0.045, 0.039, -0.009, -0.047, 0.000, -0.022, -0.050, -0.017, 0.037, -0.067, 0.028, -0.038, -0.049, -0.412, -0.038, -0.067, 0.058, 0.085, 0.056, 0.101, 0.060, 0.082, 0.053, 0.084, -0.034, -0.485, -0.057, -0.038, 0.071, 0.065, 0.057, 0.128, 0.075, 0.057, 0.071, 0.074, -0.060, -0.475, -0.042, -0.079, 0.084, 0.051, 0.073, 0.108, 0.076, 0.059, 0.070, 0.058, -0.079, -0.468, -0.065, -0.071, 0.076, 0.068, 0.077, 0.135, 0.066, 0.076, 0.072, 0.014, -0.049, -0.511, -0.032, -0.032, 0.064, 0.084, 0.050, 0.121, 0.070, 0.074, 0.052, 0.088, -0.056, -0.457, -0.028, -0.082, 0.077, 0.086, 0.083, 0.125, 0.063, 0.075, 0.074, 0.053]}

---

It is B that is the most stable of them.